# 1
Density functional theory data (ωB97M-V/def2-TZVPD) for a structure of composition C40H47GeN6O5PReS3.

Calculated values
**Relative energy (zero: lowest compared OMol25 entry of this formula, charge and spin)**: 17.47 kcal/mol
**2S+1**: 4
**Net charge**: +2
**Orbital gap (spin up / spin down)**: 6.6 / 5.5 eV
**LUMO level (spin up / spin down)**: -5.97 / -7.08 eV
**Largest force on an atom**: 2.65 eV/Å

Positions of all 104 atoms, in Å:
Re 0.76 0.55 0.40
S -1.26 5.80 2.02
C -1.90 7.10 2.92
C -2.52 6.68 4.07
C -2.48 5.29 4.22
C -1.83 4.64 3.19
C -1.63 3.23 3.03
C -0.72 2.72 2.08
N -0.49 1.43 1.88
C -1.19 0.53 2.62
C -2.13 0.93 3.60
C -2.85 -0.06 4.33
C -2.65 -1.38 4.12
C -1.71 -1.83 3.14
C -1.46 -3.18 2.86
C -0.51 -3.54 1.91
C 0.14 -2.49 1.24
N -0.09 -1.23 1.47
C -0.98 -0.86 2.41
C -0.17 -4.91 1.61
C -0.82 -6.05 2.00
C -0.19 -7.23 1.56
C 0.94 -6.97 0.84
S 1.24 -5.29 0.67
C -2.34 2.30 3.79
H -1.80 8.10 2.57
H -2.99 7.34 4.77
H -2.89 4.78 5.08
H -0.15 3.40 1.45
H -3.57 0.27 5.07
H -3.19 -2.13 4.67
H -2.01 -3.94 3.40
H 0.88 -2.72 0.48
H -1.73 -6.06 2.58
H -0.55 -8.21 1.78
H 1.62 -7.68 0.41
H -3.07 2.63 4.51
N 1.94 -6.88 -3.23
C 1.98 -5.55 -3.00
C 3.02 -4.98 -2.24
C 3.04 -3.62 -1.97
C 2.01 -2.83 -2.47
C 0.98 -3.37 -3.22
C 0.95 -4.72 -3.48
S 1.99 -1.08 -2.17
O 0.66 -0.59 -2.46
O 3.09 -0.40 -2.77
N 2.01 -0.84 -0.54
C 2.93 -0.96 0.41
N 3.99 -1.75 0.39
C 4.76 -1.75 1.46
C 4.49 -0.96 2.58
C 3.36 -0.15 2.53
N 2.59 -0.14 1.46
H 2.74 -7.45 -3.01
H 1.28 -7.24 -3.90
H 3.81 -5.61 -1.88
H 3.83 -3.19 -1.38
H 0.21 -2.71 -3.60
H 0.14 -5.15 -4.05
H 5.62 -2.41 1.42
H 5.13 -0.98 3.44
H 3.08 0.49 3.35
C -0.76 1.02 -4.87
C -0.85 1.76 -3.55
O -1.51 0.93 -2.58
P -1.18 0.75 -1.04
O -2.04 -0.55 -0.70
C -1.91 -1.82 -1.36
C -2.90 -1.94 -2.51
O -2.12 1.83 -0.31
C -3.49 1.99 -0.72
C -3.78 3.41 -1.14
H -0.24 1.66 -5.59
H -1.74 0.78 -5.26
H -0.19 0.11 -4.74
H -1.44 2.67 -3.66
H 0.15 2.00 -3.18
H -2.12 -2.56 -0.59
H -0.89 -1.93 -1.71
H -3.91 -1.74 -2.15
H -2.86 -2.94 -2.92
H -2.65 -1.22 -3.29
H -4.11 1.71 0.14
H -3.70 1.30 -1.54
H -3.63 4.11 -0.32
H -4.81 3.48 -1.48
H -3.13 3.71 -1.97
C 0.11 4.43 -1.50
Ge 1.87 3.92 -0.74
C 3.34 4.26 -2.06
C 2.31 4.82 0.98
C 2.11 1.93 -0.53
H -0.23 5.38 -1.09
H -0.64 3.67 -1.27
H 0.20 4.53 -2.57
H 3.30 5.29 -2.41
H 3.24 3.60 -2.91
H 4.30 4.09 -1.60
H 2.80 5.76 0.75
H 3.00 4.21 1.57
H 1.44 5.04 1.59
H 3.10 1.88 -0.06
H 2.25 1.57 -1.55

These are the Löwdin partial charges, in e, on atoms 1 to 2: 1.56, 1.07

=====

# 2
Density functional theory data (ωB97M-V/def2-TZVPD) for a structure of composition C40H47IrN5OP2S3.

Calculated values
**Relative energy (zero: lowest compared OMol25 entry of this formula, charge and spin)**: 44.29 kcal/mol
**2S+1**: 1
**Net charge**: +3
**Orbital gap**: 5.0 eV
**LUMO level**: -8.88 eV
**Largest force on an atom**: 0.95 eV/Å

Positions of all 99 atoms, in Å:
Ir -0.05 0.14 -0.12
C 4.09 -0.53 -1.16
C 2.61 -0.32 -1.08
N 1.95 -0.13 0.01
N 2.55 -0.07 1.24
C 1.79 0.15 2.32
N 2.39 0.18 3.50
S 0.13 0.38 2.20
C 1.78 -0.35 -2.30
C 2.33 -0.49 -3.55
C 1.50 -0.60 -4.66
C 0.13 -0.60 -4.46
C -0.35 -0.44 -3.17
N 0.44 -0.28 -2.11
H 4.53 -0.79 -0.20
H 4.57 0.39 -1.52
H 4.32 -1.33 -1.85
H 3.55 -0.17 1.31
H 3.38 0.03 3.63
H 1.84 0.37 4.32
H 3.41 -0.51 -3.68
H 1.91 -0.70 -5.66
H -0.56 -0.71 -5.28
H -1.41 -0.43 -2.96
C -4.06 7.22 -1.79
S -3.43 6.64 -3.37
C -2.45 5.22 -2.85
C -3.28 4.00 -2.45
C -2.50 2.68 -2.46
N -1.82 2.17 -1.23
P -2.33 0.80 -0.34
C -3.91 0.28 -1.07
C -5.06 0.77 -0.43
C -6.31 0.50 -0.95
C -6.44 -0.27 -2.10
C -5.31 -0.77 -2.72
C -4.05 -0.50 -2.21
C -2.83 0.95 1.42
C -2.97 -0.33 1.96
C -3.37 -0.51 3.28
C -3.61 0.60 4.08
C -3.46 1.87 3.55
C -3.08 2.05 2.22
P -0.22 2.40 -0.65
C -0.33 3.83 0.46
C -1.57 4.27 0.90
C -1.68 5.41 1.70
C -0.54 6.12 2.05
C 0.70 5.70 1.60
C 0.81 4.56 0.82
C 1.08 2.87 -1.83
C 2.38 2.76 -1.32
C 3.47 3.20 -2.06
C 3.28 3.73 -3.33
C 2.00 3.83 -3.85
C 0.90 3.43 -3.10
H -4.62 8.14 -2.00
H -3.24 7.47 -1.12
H -4.74 6.51 -1.33
H -1.75 5.52 -2.07
H -1.85 4.97 -3.73
H -4.10 3.90 -3.17
H -3.75 4.14 -1.48
H -1.74 2.72 -3.24
H -3.18 1.88 -2.76
H -4.98 1.35 0.48
H -7.19 0.88 -0.45
H -7.42 -0.48 -2.50
H -5.41 -1.39 -3.61
H -3.20 -0.93 -2.72
H -2.77 -1.21 1.35
H -3.49 -1.51 3.67
H -3.92 0.47 5.11
H -3.65 2.74 4.17
H -2.99 3.06 1.85
H -2.47 3.76 0.60
H -2.65 5.74 2.03
H -0.63 7.00 2.67
H 1.59 6.26 1.86
H 1.79 4.27 0.47
H 2.54 2.37 -0.32
H 4.46 3.15 -1.64
H 4.13 4.07 -3.91
H 1.84 4.27 -4.82
H -0.09 3.57 -3.51
O -0.44 -1.96 0.16
S 0.59 -3.03 0.59
C -0.27 -4.05 1.80
C 0.12 -5.48 1.45
C -0.02 -5.60 -0.07
C 0.55 -4.32 -0.70
H -1.33 -3.86 1.63
H 0.00 -3.73 2.80
H -0.52 -6.18 1.97
H 1.15 -5.68 1.76
H -1.07 -5.70 -0.34
H 0.50 -6.47 -0.45
H -0.06 -3.90 -1.49
H 1.57 -4.44 -1.06

These are the Löwdin partial charges, in e, on atoms 1 to 2: 0.88, 0.04